Record 1
This record from the OMol25 dataset describes 13 unconnected molecules or ions with the total composition C12H50O19 in a non-equilibrium geometry. The level of theory is ωB97M-V/def2-TZVPD.

The calculation puts the orbital gap at 9.22 eV. Its net charge is 0. As for the total energy: -1916.5716 a.u. The LUMO energy comes out at -0.161 eV. The HOMO energy comes out at -9.38 eV. Its strongest force on any atom is 4.50 eV/Å.

Atoms and positions in Å:
O  17.073  -12.611  -9.392
H  17.942  -12.580  -9.794
H  17.077  -12.095  -8.589
O  16.354  -14.526  -6.545
H  16.751  -13.656  -6.733
H  17.034  -15.061  -6.941
O  15.393  -14.307  -10.530
H  15.921  -13.633  -10.127
H  14.722  -14.520  -9.871
O  19.469  -13.271  -10.487
H  19.534  -14.048  -11.056
H  20.338  -12.893  -10.392
O  14.652  -11.220  -8.366
H  14.556  -12.140  -8.600
H  13.839  -10.804  -8.685
O  18.835  -9.951  -8.400
H  18.870  -9.968  -9.379
H  19.557  -10.511  -8.092
O  15.876  -8.798  -9.140
H  16.515  -8.751  -8.436
H  15.451  -9.663  -8.993
C  20.445  -12.947  -7.180
C  20.340  -13.292  -5.718
O  19.891  -14.624  -5.524
O  20.625  -11.607  -7.284
H  19.492  -13.102  -7.618
H  21.185  -13.677  -7.606
H  19.651  -12.558  -5.235
H  21.167  -13.164  -5.135
H  19.679  -14.750  -4.566
H  21.454  -11.517  -6.832
C  17.894  -7.869  -12.248
C  18.560  -8.687  -11.181
O  18.065  -9.966  -11.043
O  18.767  -6.748  -12.526
H  16.789  -7.703  -11.968
H  17.908  -8.453  -13.147
H  18.429  -8.153  -10.231
H  19.660  -8.779  -11.478
H  18.150  -10.312  -11.918
H  19.019  -6.497  -11.627
C  15.096  -11.336  -11.995
C  14.551  -12.278  -13.095
O  14.081  -13.546  -12.641
O  15.340  -10.066  -12.534
H  16.038  -11.700  -11.630
H  14.535  -11.126  -11.125
H  15.193  -12.326  -13.992
H  13.647  -11.827  -13.494
H  14.711  -13.787  -11.845
H  15.811  -9.536  -11.897
C  18.428  -15.825  -8.532
C  17.496  -16.729  -9.237
O  17.023  -16.395  -10.471
O  18.838  -16.418  -7.330
H  18.187  -14.722  -8.398
H  19.320  -15.706  -9.216
H  16.663  -16.865  -8.584
H  17.879  -17.754  -9.145
H  16.453  -15.635  -10.440
H  19.340  -15.856  -6.690
C  18.915  -15.121  -13.320
C  17.761  -14.209  -13.251
O  17.513  -13.555  -14.423
O  19.180  -15.781  -11.967
H  19.852  -14.599  -13.602
H  18.976  -15.796  -14.195
H  18.063  -13.261  -12.674
H  16.818  -14.659  -12.842
H  17.794  -12.588  -14.257
H  18.370  -16.297  -11.743
C  17.342  -11.174  -5.608
C  17.130  -12.225  -4.560
O  17.192  -11.565  -3.306
O  17.413  -11.746  -6.937
H  18.318  -10.702  -5.404
H  16.621  -10.310  -5.574
H  17.762  -13.082  -4.667
H  16.124  -12.574  -4.840
H  16.861  -12.226  -2.682
H  17.987  -11.198  -7.416

---

Record 2
This record from the OMol25 dataset describes 9 unconnected molecules or ions with the total composition C12H54N8O8S in a non-equilibrium geometry. The level of theory is ωB97M-V/def2-TZVPD.

The calculation puts the orbital gap (alpha / beta) at 5.58 / 4.27 eV. Its net charge is +5. As for the total energy: -1925.5313 a.u. The LUMO energy (alpha / beta) comes out at -13.740 / -15.046 eV. As for the spin multiplicity: 2. The HOMO energy (alpha / beta) comes out at -19.32 / -19.32 eV. Its strongest force on any atom is 4.11 eV/Å.

Atoms and positions in Å:
N  3.413  -2.031  0.455
H  3.501  -2.408  -0.478
H  3.959  -1.186  0.544
H  3.570  -2.849  1.025
H  2.498  -1.651  0.653
N  0.655  1.224  2.603
H  0.577  1.518  1.640
H  -0.159  0.677  2.846
H  0.757  1.959  3.288
H  1.513  0.707  2.729
N  3.072  3.839  -0.380
H  3.866  3.640  0.211
H  2.711  4.782  -0.342
H  2.285  3.275  -0.091
H  3.335  3.806  -1.355
N  4.504  0.737  -2.698
H  5.514  0.746  -2.673
H  4.060  0.581  -1.804
H  4.158  0.109  -3.409
H  4.248  1.664  -3.007
N  1.085  -1.708  -3.327
H  1.332  -1.248  -4.191
H  0.138  -2.045  -3.420
H  1.194  -0.947  -2.672
H  1.675  -2.485  -3.063
N  1.543  2.329  -3.361
H  0.920  3.090  -3.133
H  2.515  2.543  -3.193
H  1.557  2.215  -4.364
H  1.354  1.486  -2.837
S  1.662  0.533  -0.401
O  3.082  0.801  -0.662
O  1.355  -0.602  0.431
O  1.178  1.785  0.162
O  0.941  0.322  -1.659
C  -4.384  -3.270  6.857
O  -3.080  -3.497  6.332
C  -2.060  -2.484  6.147
C  -0.693  -2.979  5.604
N  0.015  -1.906  4.998
C  0.972  -2.281  4.040
C  0.491  -2.933  2.679
O  0.080  -4.301  3.000
C  -0.129  -5.178  1.896
H  -4.932  -2.582  6.212
H  -4.238  -2.961  7.892
H  -5.001  -4.168  6.896
H  -2.054  -1.731  6.935
H  -2.472  -1.832  5.376
H  -0.920  -3.665  4.788
H  -0.146  -3.664  6.252
H  0.596  -1.487  5.710
H  1.558  -3.107  4.441
H  1.653  -1.473  3.773
H  1.223  -2.902  1.872
H  -0.368  -2.341  2.362
H  0.775  -5.561  1.424
H  -0.682  -4.700  1.088
H  -0.436  -6.155  2.270
C  -0.449  4.593  -1.775
O  -0.530  4.088  -3.190
C  -1.766  3.451  -3.469
C  -1.691  2.567  -4.794
N  -1.176  1.259  -4.476
C  -2.290  0.294  -4.150
C  -3.022  0.417  -2.780
O  -4.020  1.461  -2.797
C  -4.765  1.667  -1.589
H  0.555  4.955  -1.994
H  -0.280  3.856  -0.990
H  -1.214  5.282  -1.418
H  -2.584  4.172  -3.450
H  -1.960  2.690  -2.713
H  -0.988  3.054  -5.471
H  -2.537  2.341  -5.443
H  -0.585  0.945  -5.232
H  -1.861  -0.685  -3.938
H  -3.021  0.241  -4.956
H  -2.510  0.534  -1.825
H  -3.690  -0.433  -2.636
H  -4.222  1.692  -0.644
H  -5.494  0.873  -1.432
H  -5.235  2.638  -1.746

---

Record 3
This record from the OMol25 dataset describes a molecular structure, C12H5CaNO5 in a non-equilibrium geometry. The level of theory is ωB97M-V/def2-TZVPD.

The calculation puts the orbital gap at 4.72 eV. Its net charge is +2. As for the total energy: -1567.8190 a.u. The LUMO energy comes out at -10.671 eV. The HOMO energy comes out at -15.40 eV. Its strongest force on any atom is 15.41 eV/Å.

Atoms and positions in Å:
O  -0.017  3.060  -3.034
C  -0.018  1.910  -3.034
Ca  -0.019  -0.001  -3.034
O  -0.019  -0.001  -6.095
C  -0.019  -0.001  -4.945
C  -0.021  -1.912  -3.034
O  -0.022  -3.062  -3.034
C  -1.930  0.000  -3.034
O  -3.080  0.001  -3.034
C  1.892  -0.003  -3.034
O  3.041  -0.003  -3.034
N  -0.017  -0.001  -0.708
C  -0.008  -0.001  0.447
C  0.005  0.000  1.883
C  -0.139  -1.203  2.586
C  -0.125  -1.200  3.985
C  0.034  0.003  4.681
C  0.178  1.204  3.980
C  0.164  1.204  2.581
H  -0.262  -2.139  2.055
H  -0.236  -2.129  4.528
H  0.045  0.004  5.763
H  0.301  2.134  4.518
H  0.277  2.140  2.045

---

Record 4
This record from the OMol25 dataset describes 2 unconnected molecules or ions with the total composition C12H6N5O9 in a non-equilibrium geometry. The level of theory is ωB97M-V/def2-TZVPD.

The calculation puts the orbital gap at 5.58 eV. Its net charge is -1. As for the total energy: -1411.4416 a.u. The LUMO energy comes out at 0.626 eV. The HOMO energy comes out at -4.96 eV. Its strongest force on any atom is 2.39 eV/Å.

Atoms and positions in Å:
O  -0.498  -0.165  -1.348
C  0.523  0.534  -1.607
C  1.094  0.705  -2.990
N  0.299  0.523  -4.190
O  -0.919  0.777  -4.170
O  0.923  0.188  -5.236
C  2.412  1.120  -3.171
C  3.181  1.541  -2.083
C  2.607  1.576  -0.805
C  1.307  1.164  -0.584
H  2.796  1.140  -4.194
H  4.207  1.855  -2.261
H  3.187  1.935  0.044
H  0.856  1.208  0.406
O  0.536  -0.538  4.957
N  -0.265  0.126  4.277
O  -0.715  1.233  4.662
C  -0.721  -0.327  2.974
C  -1.493  0.527  2.178
C  -1.910  0.126  0.886
N  -2.851  0.937  0.162
O  -3.045  2.108  0.566
O  -3.437  0.451  -0.823
C  -1.471  -1.085  0.275
C  -0.826  -1.970  1.136
N  -0.629  -3.357  1.017
O  -0.844  -4.158  0.127
O  -0.112  -3.784  2.252
N  0.010  -2.737  3.134
C  -0.440  -1.647  2.454
H  -1.799  1.496  2.552
H  -1.966  -1.500  -0.598